(1)
69
Properties=species:S:1:pos:R:3:forces:R:3:mulliken_charge:R:1 method="wB97M-V/def2-TZVPD" e_lumo_ha="-0.281 / -0.354" homo_ev="-14.619 / -14.628" multiplicity=2 relative_energy_kcal_mol=0.00 total_charge=+2 orbital_gap_ev="6.97 / 4.99"
Pt -0.980 -1.431 0.349 0.4 0.5 0.5 1.86
C 1.368 4.121 -2.063 0.0 0.0 0.0 -1.16
C 2.138 4.062 -0.774 0.0 0.0 -0.1 0.72
C 3.329 4.762 -0.598 0.0 0.0 0.0 -0.88
C 4.032 4.707 0.597 0.0 0.0 0.0 -0.76
C 3.551 3.961 1.665 0.0 0.0 0.0 -0.78
C 2.361 3.265 1.521 0.0 0.0 0.0 0.15
C 1.684 3.308 0.306 -0.1 0.0 0.1 -0.30
N 0.459 2.555 0.179 0.3 0.1 0.0 0.44
C 0.394 1.224 0.211 0.0 0.1 0.0 0.60
N 1.626 0.581 0.288 0.0 0.1 0.1 0.39
C 1.931 -0.722 0.265 0.2 -0.1 -0.1 1.94
C 0.946 -1.747 0.201 -0.4 0.1 -0.2 -0.28
C 1.342 -3.054 0.223 0.2 -0.1 0.0 -0.62
C 2.709 -3.374 0.284 -0.1 0.0 0.0 -1.12
C 3.691 -2.371 0.312 -0.1 0.0 0.0 -0.87
C 3.344 -1.047 0.299 0.1 -0.1 0.0 1.03
C 4.376 0.038 0.332 0.0 0.0 0.0 -1.61
N -0.728 0.576 0.156 -0.3 -0.5 0.1 -0.80
C -1.935 1.333 -0.077 0.0 0.1 -0.2 -1.02
C -2.229 1.665 -1.402 0.0 0.0 0.0 0.31
C -3.385 2.361 -1.696 0.0 0.0 0.0 -1.21
C -4.235 2.730 -0.660 0.0 0.0 0.0 -0.76
C -3.912 2.433 0.652 0.1 0.0 0.0 -1.02
C -2.747 1.738 0.983 0.0 0.1 -0.2 1.52
C -2.372 1.494 2.407 0.0 0.2 0.1 -1.10
H 1.882 4.746 -2.789 0.0 0.0 0.0 0.44
H 0.371 4.541 -1.914 0.0 0.0 0.0 0.31
H 1.244 3.128 -2.502 0.0 0.0 0.0 0.23
H 3.710 5.362 -1.415 0.0 0.0 0.0 0.43
H 4.952 5.266 0.702 0.0 0.0 0.0 0.45
H 4.081 3.944 2.607 0.0 0.0 0.0 0.48
H 1.929 2.719 2.354 0.0 0.0 0.0 0.52
H -0.416 3.038 0.010 0.0 0.0 0.1 0.28
H 2.408 1.231 0.359 0.0 0.0 0.0 -0.48
H 0.606 -3.848 0.228 0.0 0.0 0.0 0.63
H 3.004 -4.415 0.321 0.0 0.0 0.0 0.50
H 4.735 -2.650 0.346 0.0 0.0 0.0 0.46
H 5.373 -0.391 0.272 0.0 0.0 0.0 0.43
H 4.322 0.612 1.263 0.0 0.0 0.0 0.40
H 4.267 0.732 -0.506 0.0 0.0 0.0 0.42
H -1.541 1.371 -2.188 0.0 0.1 0.0 0.51
H -3.625 2.618 -2.719 0.0 0.0 0.0 0.49
H -5.146 3.272 -0.878 0.0 0.0 0.0 0.48
H -4.566 2.759 1.450 0.0 0.0 0.0 0.50
H -2.969 2.123 3.064 0.0 0.0 0.0 0.49
H -1.319 1.722 2.588 0.0 0.0 0.0 0.18
H -2.544 0.467 2.692 0.0 -0.2 0.1 0.13
Cl -0.585 -7.187 -2.179 0.0 0.0 0.0 -0.12
C -0.960 -5.533 -2.010 0.1 0.0 -0.1 0.45
C -2.031 -5.147 -1.219 -0.1 0.0 0.1 -0.89
C -2.338 -3.803 -1.110 0.0 -0.2 0.2 0.15
C -1.539 -2.836 -1.750 0.0 0.0 -0.4 -0.15
C -1.823 -1.448 -1.590 -0.1 0.0 0.3 -1.54
C -0.456 -3.257 -2.567 0.0 0.0 0.1 -0.20
C -0.175 -4.585 -2.702 0.0 -0.1 0.0 -0.87
H -2.631 -5.888 -0.708 0.0 0.0 0.0 0.52
H -3.205 -3.499 -0.538 0.0 0.0 0.0 0.51
H -2.811 -1.164 -1.218 -0.1 0.0 -0.3 0.84
H -1.396 -0.740 -2.287 0.2 0.0 0.1 0.42
H 0.135 -2.516 -3.091 0.0 0.0 0.0 0.45
H 0.631 -4.932 -3.335 0.0 0.0 0.0 0.49
F -0.971 -2.808 2.021 -0.4 -0.2 0.1 -0.71
As -2.705 -2.750 2.812 0.3 -0.4 0.4 2.06
F -2.103 -1.412 3.690 0.0 0.0 -0.2 -0.44
F -2.151 -3.847 3.969 0.0 0.0 0.0 -0.41
F -4.283 -2.556 3.359 0.0 0.1 0.0 -0.43
F -3.118 -4.010 1.731 0.1 0.1 -0.2 -0.44
F -2.998 -1.597 1.419 0.0 0.1 -0.4 -0.62

(2)
86
Properties=species:S:1:pos:R:3:forces:R:3:mulliken_charge:R:1 method="wB97M-V/def2-TZVPD" e_lumo_ha=-0.124 homo_ev=-11.883 multiplicity=1 relative_energy_kcal_mol=52.60 total_charge=+1 orbital_gap_ev=8.51
K -2.236 -0.485 -3.584 0.0 -0.1 0.8 1.00
K 0.076 2.762 -3.840 0.5 0.0 0.6 1.00
C 0.155 0.747 0.160 0.8 -0.5 1.0 1.71
C -0.319 0.564 -1.216 0.6 -0.3 0.1 0.69
O 0.093 -0.469 -1.827 -0.9 0.6 -0.6 -0.98
O -1.118 1.453 -1.613 -0.6 0.0 -2.0 -0.98
H -0.453 0.066 0.756 -0.1 0.2 0.5 -0.48
H 0.086 1.773 0.520 -0.1 -0.3 -0.1 -0.34
H 1.164 0.339 0.215 0.1 0.3 0.3 -0.47
C -2.250 4.632 -0.039 -1.5 -0.1 -0.7 -0.46
O -1.139 4.340 -0.843 1.0 0.2 -0.2 -0.48
H -2.312 5.707 0.135 0.4 -0.2 0.4 0.30
H -3.150 4.400 -0.609 -0.4 0.1 -0.1 0.20
H -2.375 4.023 0.856 0.6 0.2 0.3 0.15
H -1.210 3.440 -1.169 -0.1 -0.6 0.4 0.26
C 1.367 -4.017 0.029 -0.7 -1.5 -1.3 -0.82
O 1.634 -2.785 0.589 0.5 0.6 0.9 -0.20
H 0.329 -4.339 0.120 -0.4 0.3 0.2 0.25
H 1.571 -4.030 -1.042 0.1 0.0 -0.2 0.27
H 1.910 -4.872 0.431 0.5 0.6 0.5 0.34
H 1.267 -2.106 0.019 -0.2 0.2 -0.1 0.10
C -4.596 1.789 -0.984 -0.3 -0.2 -1.4 -0.39
O -5.634 2.273 -0.176 0.4 -0.1 1.0 -0.53
H -4.317 2.469 -1.789 0.3 0.7 0.2 0.31
H -3.699 1.499 -0.436 -0.3 0.4 0.5 0.02
H -4.880 0.916 -1.572 -0.4 -0.6 0.2 0.32
H -6.345 2.737 -0.623 0.3 -0.2 -0.5 0.29
O -2.129 1.743 2.506 0.1 0.7 1.4 -0.44
S -1.445 2.375 3.623 1.5 0.8 2.1 1.12
O -1.847 3.602 4.330 -0.1 -2.5 -1.8 -0.69
O -1.117 1.259 4.842 -0.9 2.4 -1.3 -0.40
C -1.666 -0.021 4.685 1.4 -1.9 -0.2 0.17
C -3.079 -0.253 5.147 0.4 1.0 -0.3 -1.08
C 0.243 2.668 3.085 0.1 0.0 0.4 -0.60
H -0.950 -0.653 5.211 -0.1 -0.1 0.6 0.43
H -1.442 -0.363 3.675 -0.7 0.2 -0.4 -0.20
H -3.354 -1.239 4.770 -0.4 0.1 0.3 0.32
H -3.672 0.551 4.711 -0.5 -0.3 -0.2 0.30
H -3.177 -0.140 6.227 0.1 -0.4 0.0 0.34
H 0.102 3.254 2.177 0.4 -0.1 -0.1 0.22
H 0.819 1.748 2.988 -0.6 -0.3 -0.6 -0.12
H 0.832 3.214 3.822 -0.6 0.4 0.1 0.60
O 4.407 1.509 -3.159 -1.3 -2.7 -1.6 -0.59
S 3.604 0.520 -3.923 2.6 0.2 0.9 1.13
O 2.387 1.048 -4.481 0.1 -0.6 -0.5 -0.61
O 4.517 -0.238 -5.178 -3.1 1.9 1.8 -0.35
C 5.895 -0.565 -5.038 0.7 0.9 -0.1 -0.14
C 6.564 0.044 -6.268 -0.1 0.0 -0.1 -1.23
C 3.318 -1.040 -2.988 0.5 0.6 -0.3 -0.87
H 5.951 -1.653 -4.995 0.2 0.0 0.0 0.30
H 6.311 -0.104 -4.142 0.0 -0.2 0.2 0.35
H 6.649 1.130 -6.232 -0.1 0.0 0.5 0.30
H 5.886 -0.120 -7.106 0.4 -0.4 -0.3 0.31
H 7.570 -0.342 -6.430 -0.2 -0.2 -0.2 0.37
H 3.078 -1.813 -3.718 0.0 0.2 -0.1 0.44
H 2.554 -1.024 -2.211 -0.1 0.6 -0.2 0.17
H 4.302 -1.231 -2.561 0.0 -0.1 0.1 0.41
O -6.261 -1.699 -0.706 3.5 -1.8 -0.4 -0.57
S -4.905 -2.288 -0.838 -2.7 1.0 1.7 0.92
O -4.028 -1.817 -1.886 0.0 -0.1 -0.1 -0.46
O -4.162 -2.014 0.625 -1.7 -0.3 -2.4 -0.36
C -2.758 -2.051 0.507 1.5 -1.3 0.7 0.50
C -2.215 -2.686 1.779 0.0 0.7 0.9 -0.67
C -4.961 -4.134 -0.871 -0.7 0.8 0.2 -0.93
H -2.358 -1.068 0.258 -0.1 0.1 0.3 -0.28
H -2.421 -2.744 -0.263 -0.3 0.1 -0.5 0.42
H -2.440 -2.090 2.663 0.2 0.4 -0.1 -0.23
H -1.137 -2.831 1.713 0.0 0.1 0.0 0.12
H -2.684 -3.628 2.063 -0.1 -0.3 -0.7 0.47
H -5.217 -4.567 -1.838 0.3 0.6 -0.3 0.37
H -5.838 -4.366 -0.265 0.4 0.0 0.5 0.37
H -4.023 -4.546 -0.499 -0.2 0.2 0.1 0.29
C 3.396 2.197 0.298 -0.3 0.6 -0.8 -0.55
N 3.078 3.130 -0.830 2.2 0.9 -0.2 0.74
O 3.877 4.032 -1.034 -0.6 -0.5 0.2 -0.57
O 2.077 2.961 -1.470 -1.4 -0.5 -0.7 -0.37
H 4.432 2.435 0.539 -0.4 -0.2 0.5 0.37
H 3.257 1.179 -0.066 0.0 0.2 0.2 0.17
H 2.615 2.510 0.990 0.5 -0.5 0.6 0.19
C 2.783 -2.345 3.579 1.1 -0.1 0.4 -0.92
N 2.253 -1.104 2.956 1.2 0.6 -1.0 0.82
O 1.066 -0.929 3.148 0.6 0.6 -0.5 -0.26
O 3.041 -0.343 2.335 -2.0 -1.5 1.3 -0.55
H 3.847 -2.490 3.390 -0.2 0.4 -0.4 0.31
H 2.251 -3.231 3.233 -0.3 0.5 0.1 0.24
H 2.711 -2.157 4.650 -0.4 -0.3 0.0 0.34

(3)
20
Properties=species:S:1:pos:R:3:forces:R:3:mulliken_charge:R:1 method="wB97M-V/def2-TZVPD" e_lumo_ha=-0.115 homo_ev=-14.416 multiplicity=1 relative_energy_kcal_mol=62.77 total_charge=+1 orbital_gap_ev=11.29
C 2.157 -0.092 -0.162 -1.8 0.1 1.8 -0.31
O 3.426 -0.544 -0.476 0.1 -0.5 -0.1 -0.49
C 1.293 -0.174 -1.400 1.4 -0.2 -2.6 -0.63
N 0.109 0.718 -1.303 -0.2 -0.6 -1.0 -0.15
H 2.186 0.940 0.243 0.0 0.0 -0.4 0.33
H 1.559 -0.641 0.644 1.2 0.1 -0.6 0.21
H 3.956 -0.686 0.316 -0.1 0.0 0.0 0.34
H 1.920 0.174 -2.272 -0.6 0.0 0.8 0.36
H 1.008 -1.184 -1.736 -0.1 0.3 0.8 0.34
H 0.500 1.628 -1.235 0.2 1.4 0.4 0.42
H -0.490 0.520 -0.457 -0.6 0.2 0.3 0.40
H -0.489 0.762 -2.159 0.6 -0.5 0.8 0.40
C -1.536 -0.955 1.508 2.2 -1.1 -1.4 -0.93
C -2.881 0.904 0.915 2.1 -1.5 -0.6 -0.24
N -1.742 0.277 0.762 -2.0 1.8 0.4 -0.40
H -1.178 -1.733 0.710 -0.9 1.0 1.5 0.25
H -2.422 -1.304 2.016 -0.1 -0.2 0.3 0.38
H -0.628 -0.869 2.195 -1.4 0.1 -0.7 0.26
H -3.105 1.842 0.359 0.3 -0.8 0.5 0.25
H -3.643 0.415 1.535 0.0 0.5 0.0 0.22

(4)
14
Properties=species:S:1:pos:R:3:forces:R:3:mulliken_charge:R:1 method="wB97M-V/def2-TZVPD" e_lumo_ha="0.113 / 0.113" homo_ev="-4.371 / -4.371" multiplicity=1 relative_energy_kcal_mol=117.63 total_charge=-1 orbital_gap_ev="7.44 / 7.44"
C 0.470 0.227 -0.203 0.1 0.3 -0.3 -0.12
C 1.009 -1.005 -0.681 0.3 -0.1 0.0 -0.11
C -0.791 1.909 1.386 0.0 -0.3 -0.1 0.72
C -1.749 -0.356 0.432 0.0 0.4 1.0 -0.40
N -0.673 0.397 0.425 0.1 -0.3 -0.2 -0.09
N -2.155 -1.227 -0.559 -0.1 0.0 -0.8 0.90
O -1.818 1.888 1.978 -1.2 -0.1 0.6 -0.57
O 0.191 2.542 1.178 1.0 0.6 -0.2 -0.58
O -3.221 -1.829 -0.356 -0.1 -0.3 0.0 -0.70
O -1.544 -1.285 -1.626 -0.1 0.0 0.1 -0.58
O 0.545 -2.125 -0.544 0.0 -0.1 0.1 -0.53
H 1.124 1.089 -0.175 0.0 0.0 0.0 0.35
H 2.016 -0.873 -1.138 -0.1 0.0 0.0 0.29
H -2.479 -0.170 1.205 0.0 0.0 -0.2 0.44